# 1
ORCA calculation (ωB97M-V/def2-TZVPD) on a structure of composition C5H13I2NOP.

Each line ends with the Mulliken charge.
Atoms and positions in Å:
C (-1.754, 0.541, -0.824)  -0.850
C (-1.075, -1.575, -0.108)  -1.058
C (-1.076, 0.012, 1.532)  -1.146
C (0.722, 0.574, -0.353)  -0.643
C (1.968, 0.325, 0.467)  -0.441
N (-0.772, -0.127, 0.057)  -0.305
O (1.704, 0.665, 1.807)  -0.448
P (0.943, -0.073, -2.117)  0.136
I (2.687, -1.754, 0.336)  0.215
I (3.525, 1.763, -0.195)  0.231
H (-1.538, 1.642, -0.858)  0.314
H (-1.565, 0.162, -1.755)  0.582
H (-2.782, 0.297, -0.448)  0.366
H (-0.535, -2.173, 0.558)  0.441
H (-2.052, -1.749, 0.221)  0.477
H (-0.871, -1.841, -1.168)  0.419
H (-0.456, -0.553, 2.104)  0.471
H (-0.948, 1.060, 1.874)  0.320
H (-2.050, -0.415, 1.581)  0.559
H (0.375, 1.536, -0.217)  0.821
H (2.443, 0.519, 2.372)  0.413
H (0.782, 1.160, -2.608)  0.067
H (2.324, 0.003, -2.257)  0.057

Computed properties:
* energy: -34414.3203 eV
* HOMO: -0.4740 Eh
* net charge: +1
* LUMO: -4.017 eV
* Kohn-Sham gap: 8.9 eV

# 2
ORCA calculation (ωB97M-V/def2-TZVPD) on a structure of composition C11H26AlBCl2NO2Sm.

Each line ends with the Mulliken spin population.
Atoms and positions in Å:
C (-0.380, 2.240, 2.449)  -0.001
C (-1.279, 1.018, 2.722)  0.006
C (-0.550, -0.327, 2.585)  0.078
Al (0.153, -0.659, 0.754)  0.149
C (2.312, -0.974, 1.125)  0.555
C (2.900, -1.706, -0.038)  -0.013
C (3.796, -0.852, -0.963)  0.037
N (5.158, -1.362, -0.955)  0.009
B (-0.254, 0.833, -0.753)  0.003
O (0.581, 1.185, -1.823)  0.005
O (-1.531, 1.418, -0.805)  -0.008
C (-1.985, 2.065, -1.945)  0.003
C (-1.453, 3.499, -2.004)  -0.005
C (-0.514, -2.343, -0.068)  0.016
Cl (-0.247, -3.735, 1.027)  -0.001
C (-1.999, -2.068, -0.395)  -0.005
C (-2.983, -3.189, -0.137)  0.002
Cl (-2.074, -1.568, -2.139)  0.001
H (-0.232, 2.853, 3.338)  0.000
H (-0.809, 2.887, 1.674)  -0.001
H (0.600, 1.933, 2.071)  0.001
H (-2.163, 1.033, 2.077)  0.001
H (-1.662, 1.097, 3.744)  0.004
H (0.249, -0.382, 3.331)  0.005
H (-1.222, -1.165, 2.801)  0.002
H (2.693, 0.035, 1.296)  0.023
H (2.240, -1.530, 2.059)  0.026
H (3.506, -2.519, 0.385)  0.052
H (2.132, -2.201, -0.644)  0.054
H (3.358, -0.847, -1.968)  -0.003
H (3.804, 0.187, -0.620)  -0.006
H (5.320, -2.048, -1.680)  -0.001
H (5.856, -0.636, -1.036)  0.002
H (1.332, 1.733, -1.555)  0.000
H (-1.750, 1.535, -2.872)  -0.001
H (-3.097, 2.080, -1.874)  0.001
H (-0.454, 3.598, -2.422)  -0.004
H (-1.465, 3.940, -0.988)  0.006
H (-2.098, 4.087, -2.684)  -0.006
H (-0.004, -2.592, -0.998)  0.000
H (-2.344, -1.178, 0.147)  0.004
H (-2.963, -3.459, 0.918)  0.000
H (-2.748, -4.066, -0.741)  0.000
H (-3.992, -2.860, -0.387)  0.000
Sm (-3.740, 5.010, -2.008)  4.009

Computed properties:
* energy: -67615.3677 eV
* HOMO (spin up / spin down): -0.4683 / -0.4665 Eh
* net charge: +2
* LUMO (spin up / spin down): -9.885 / -9.733 eV
* 2S+1: 6
* Kohn-Sham gap (spin up / spin down): 2.9 / 3.0 eV

# 3
ORCA calculation (ωB97M-V/def2-TZVPD) on a cluster of 2 separate species, C11H14BBrNO5 in total.

Each line ends with the Mulliken charge.
Atoms and positions in Å:
C (-3.493, 2.876, -1.470)  -1.264
C (-2.741, 1.832, -2.281)  0.569
N (-1.764, 2.145, -3.010)  -0.706
C (-3.215, 0.363, -2.125)  -1.019
C (-2.371, -0.431, -1.128)  0.565
C (-2.597, -1.705, -0.867)  0.414
Br (-4.048, -2.671, -1.675)  -0.173
C (-1.668, -2.444, 0.116)  0.023
O (-2.058, -3.233, 0.907)  -0.496
C (-0.200, -2.047, -0.031)  -0.567
C (0.052, -0.770, -0.293)  0.236
B (1.494, -0.106, -0.536)  0.636
O (2.401, 0.160, 0.431)  -0.540
O (1.795, 0.251, -1.852)  -0.571
C (-1.165, 0.168, -0.372)  0.182
O (-1.181, 1.236, 0.140)  -0.545
H (-2.998, 3.853, -1.560)  0.356
H (-3.387, 2.586, -0.406)  0.295
H (-4.569, 2.904, -1.695)  0.330
H (-1.380, 1.298, -3.444)  0.243
H (-3.051, -0.103, -3.118)  0.420
H (-4.295, 0.281, -1.928)  0.509
H (0.611, -2.777, 0.030)  0.491
H (2.575, -0.675, 0.934)  0.261
H (0.975, 0.174, -2.360)  0.313
C (4.114, -0.128, 4.013)  -0.945
C (4.967, -0.688, 2.850)  -0.370
O (4.290, -1.668, 2.226)  -0.888
H (3.887, -0.902, 4.751)  0.263
H (4.657, 0.678, 4.536)  0.319
H (3.173, 0.295, 3.650)  0.214
H (5.944, -0.962, 3.322)  0.310
H (5.245, 0.210, 2.245)  0.134

Computed properties:
* energy: -94081.2301 eV
* HOMO: -0.0982 Eh
* net charge: -1
* LUMO: 1.170 eV
* Kohn-Sham gap: 3.8 eV

# 4
ORCA calculation (ωB97M-V/def2-TZVPD) on a cluster of 9 separate species, C5H28NO9 in total.

Each line ends with the Mulliken charge.
Atoms and positions in Å:
C (0.099, -3.143, -1.300)  -1.058
O (1.031, -4.205, -0.969)  -0.550
C (0.481, -2.056, -0.272)  -0.203
C (1.933, -1.658, -0.615)  -0.716
C (2.661, -0.804, 0.424)  -0.124
C (2.064, -0.131, 1.391)  -0.857
N (-0.448, -0.909, -0.517)  0.053
H (0.424, -2.832, -2.295)  0.353
H (-0.864, -3.635, -1.212)  0.493
H (1.020, -4.981, -1.536)  0.321
H (0.356, -2.347, 0.765)  0.776
H (1.874, -1.044, -1.516)  0.323
H (2.500, -2.575, -0.691)  0.521
H (3.734, -0.780, 0.285)  0.412
H (1.011, -0.086, 1.637)  0.105
H (2.658, 0.397, 2.129)  0.295
H (-0.236, -0.521, -1.439)  0.271
H (-1.447, -1.169, -0.478)  0.360
H (-0.412, -0.128, 0.134)  0.193
H (-0.191, 2.218, -0.413)  0.212
H (1.178, 2.275, -0.897)  0.349
O (0.409, 1.659, -0.931)  -0.449
H (-0.640, -4.493, 2.187)  0.310
H (-0.680, -4.448, 0.678)  0.335
O (-1.238, -4.309, 1.452)  -0.618
H (-1.117, 0.062, -4.002)  0.300
H (-2.242, 1.056, -3.582)  0.298
O (-1.675, 0.343, -3.273)  -0.590
H (-0.439, 4.711, 0.687)  0.297
H (0.044, 4.412, 2.126)  0.364
O (0.174, 5.004, 1.375)  -0.703
H (-1.058, 2.545, 3.626)  0.310
H (0.437, 2.659, 3.931)  0.327
O (-0.186, 2.421, 3.236)  -0.639
H (1.708, 4.360, 0.217)  0.365
H (3.013, 3.622, -0.314)  0.293
O (2.069, 3.742, -0.444)  -0.670
H (-3.272, -1.271, 1.519)  0.299
H (-2.861, -2.584, 0.784)  0.311
O (-2.892, -1.622, 0.709)  -0.674
H (-3.621, 3.850, -0.734)  0.304
H (-2.654, 2.830, -1.241)  0.286
O (-2.703, 3.567, -0.620)  -0.588

Computed properties:
* energy: -25550.8102 eV
* HOMO: -0.4694 Eh
* net charge: +1
* LUMO: -2.516 eV
* Kohn-Sham gap: 10.3 eV

Number 1: largest force on an atom 0.07253 Eh/bohr. Number 2: largest force on an atom 0.03126 Eh/bohr. Number 3: largest force on an atom 0.04524 Eh/bohr. Number 4: largest force on an atom 0.05310 Eh/bohr.